[1]
{
  "formula": "C5H13NO2",
  "method": "the ωB97M-V functional and the def2-TZVPD basis",
  "symbols": ["C", "C", "C", "C", "C", "N", "O", "H", "H", "H", "H", "H", "H", "H", "H", "H", "H", "H", "O", "H", "H"],
  "xyz": [[-1.70784, -0.35887, 1.11583], [-0.46886, 0.44611, 1.50577], [0.75068, 0.06896, 0.91391], [1.08184, 0.78313, -0.42380], [-0.10753, 0.71953, -1.23656], [-0.38484, 1.91470, -1.86832], [-0.83955, -0.13604, -1.71020], [-2.72016, 0.21085, 1.26939], [-1.72866, -1.35233, 1.66824], [-1.67739, -0.62834, 0.02385], [-0.68034, 1.47509, 1.45630], [-0.34842, 0.45959, 2.59263], [1.61104, 0.24532, 1.65847], [0.73106, -1.04437, 0.74493], [1.43809, 1.80398, -0.11313], [1.91704, 0.29823, -0.94071], [-1.09039, 1.95029, -2.51902], [0.13508, 2.75056, -1.59137], [1.50376, -2.75621, 1.08500], [1.15094, -3.59036, 0.63152], [1.35257, -2.79663, 1.94778]],
  "largest_force_ha_per_bohr": 0.1425,
  "homo_energy_ha": -0.3484,
  "lumo_ev": 0.765,
  "smiles": "CCCCC(N)=O.O",
  "molar_mass_g_mol": 119.16,
  "homo_lumo_gap_ev": 10.2
}



[2]
{
  "formula": "C5H13NO2",
  "method": "the ωB97M-V functional and the def2-TZVPD basis",
  "symbols": ["C", "C", "C", "C", "C", "N", "O", "O", "H", "H", "H", "H", "H", "H", "H", "H", "H", "H", "H", "H", "H"],
  "xyz": [[-1.83886, -0.17722, -0.06102], [0.47545, -0.62082, 0.13787], [2.47200, 0.73149, -1.08102], [0.27446, -0.03396, -1.09018], [-2.37779, -1.37125, 0.67701], [0.78594, 0.01731, 1.30573], [-1.86316, 1.02399, 0.64256], [2.29290, 1.87173, -0.21845], [-1.30012, 0.91274, 1.42732], [1.77016, 2.52980, -0.69171], [-2.29823, -0.01715, -1.03417], [0.52476, -1.70425, 0.17823], [1.32184, -0.52045, 1.97196], [1.14004, 0.96731, 1.17717], [2.71175, 1.03136, -2.10393], [3.24660, 0.09684, -0.65237], [0.00581, 1.00014, -1.24574], [0.22535, -0.67349, -1.95744], [-3.43136, -1.23675, 0.96354], [-1.81996, -1.55994, 1.60065], [-2.31760, -2.26744, 0.05400]],
  "largest_force_ha_per_bohr": 0.0537,
  "homo_energy_ha": [-0.2246, -0.2099],
  "lumo_ev": [0.908, 0.904],
  "molar_mass_g_mol": 119.16,
  "homo_lumo_gap_ev": [7.0, 6.6]
}



[3]
{
  "formula": "C5H13NO2",
  "method": "the ωB97M-V functional and the def2-TZVPD basis",
  "symbols": ["C", "C", "C", "C", "N", "C", "O", "O", "H", "H", "H", "H", "H", "H", "H", "H", "H", "H", "H", "H", "H"],
  "xyz": [[0.11412, -0.91660, 1.30819], [-0.26741, 0.09388, 0.24568], [0.31178, -0.06902, -1.07138], [2.04404, 0.59384, -0.93029], [2.87196, 0.14750, 0.14320], [-2.10177, -0.08334, -0.17231], [-2.84587, -0.09296, 1.02654], [-2.47826, 1.04617, -0.92163], [0.76513, -0.46612, 2.06390], [-0.76382, -1.26033, 1.86330], [0.59841, -1.79849, 0.88104], [-0.23475, 1.11983, 0.61841], [0.42659, -1.10834, -1.38386], [-0.13436, 0.53933, -1.85744], [2.46192, 0.27106, -1.88532], [1.99426, 1.68332, -0.94609], [2.62128, 0.56653, 1.03255], [2.88724, -0.86308, 0.22336], [-2.32918, -1.00895, -0.71035], [-2.50747, 0.63610, 1.56611], [-3.43383, 0.96967, -1.09358]],
  "largest_force_ha_per_bohr": 0.0991,
  "homo_energy_ha": -0.2967,
  "lumo_ev": 0.871,
  "smiles": "C[C@@H](CCN)C(O)O",
  "molar_mass_g_mol": 119.16,
  "homo_lumo_gap_ev": 8.9
}



[4]
{
  "formula": "C5H13NO2",
  "method": "the ωB97M-V functional and the def2-TZVPD basis",
  "symbols": ["N", "C", "C", "C", "C", "C", "H", "H", "H", "H", "H", "H", "H", "H", "H", "H", "H", "O", "H", "H", "O"],
  "xyz": [[0.62293, -1.61331, -0.66375], [-0.13518, -0.43157, -0.32558], [0.73108, 0.75228, 0.30830], [-3.95589, 0.28245, 0.08637], [-2.44014, 0.41567, 0.32496], [-1.53906, -0.37141, -0.37523], [1.12554, -1.49553, -1.52957], [1.33746, -1.67004, 0.13000], [0.05843, 1.53430, 0.67929], [1.36650, 0.40586, 1.08343], [-4.48356, 0.69530, 0.92341], [-4.45532, -0.68832, -0.09027], [-4.22082, 1.01164, -0.74288], [-2.11696, 1.25939, 0.84065], [-1.95544, -1.19329, -1.01538], [4.18468, 1.55348, -0.40807], [3.72430, -1.74771, 0.68615], [3.42817, -1.15045, 0.03890], [3.65927, 0.01909, 0.21264], [1.28800, 1.20916, -0.57723], [3.77603, 1.22304, 0.41384]],
  "largest_force_ha_per_bohr": 0.0824,
  "homo_energy_ha": -0.2730,
  "lumo_ev": -2.948,
  "molar_mass_g_mol": 119.16,
  "homo_lumo_gap_ev": 4.5
}



[5]
{
  "formula": "C5H13NO2",
  "method": "the ωB97M-V functional and the def2-TZVPD basis",
  "symbols": ["C", "C", "C", "N", "C", "C", "O", "H", "H", "H", "H", "H", "H", "H", "H", "H", "H", "H", "H", "H", "O"],
  "xyz": [[-1.14465, 0.64436, 0.71666], [-2.56723, 0.24604, 0.50098], [-0.13065, -0.34002, 1.10460], [1.17760, 0.11394, 1.26035], [1.79839, 0.91307, 0.19624], [2.14289, 0.09689, -1.04642], [-0.38007, -1.51131, 1.35686], [-0.95010, 1.68484, 0.97426], [-0.75187, 0.85853, -1.21477], [-2.58258, -0.79688, 0.19215], [-3.07351, 0.90764, -0.18955], [-3.16480, 0.30819, 1.43113], [1.73715, -0.68399, 1.52794], [2.69684, 1.40153, 0.56979], [1.06673, 1.68912, -0.02154], [2.29523, 0.72693, -1.92879], [3.07319, -0.44927, -0.90394], [1.35350, -0.64305, -1.20214], [-0.91422, -0.99772, -1.41852], [-0.77769, -2.20588, -0.48783], [-0.90417, -1.96296, -1.41747]],
  "largest_force_ha_per_bohr": 0.0796,
  "homo_energy_ha": -0.3638,
  "lumo_ev": -1.249,
  "molar_mass_g_mol": 119.16,
  "homo_lumo_gap_ev": 8.7
}



[6]
{
  "formula": "C5H13NO2",
  "method": "the ωB97M-V functional and the def2-TZVPD basis",
  "symbols": ["C", "O", "C", "C", "C", "C", "N", "H", "H", "H", "H", "H", "H", "H", "H", "H", "H", "H", "H", "H", "O"],
  "xyz": [[-0.45836, 1.90750, 0.04084], [0.77522, 1.41447, 0.67610], [-1.55510, 0.86171, 0.08658], [-1.50249, -0.16978, -1.03823], [-0.18499, -0.92890, -0.99067], [0.14742, -2.48404, 0.77294], [-0.26645, -2.19999, -0.40556], [-0.68217, 2.84513, 0.53243], [-0.16082, 2.13597, -0.98508], [0.47745, 0.65281, 1.18999], [-1.63391, 0.40452, 1.05722], [-2.56146, 1.32937, 0.09804], [-2.28645, -0.95531, -1.05075], [-1.66046, 0.30938, -2.01193], [0.09410, -1.10454, -2.10352], [0.60046, -0.26330, -0.57565], [0.03804, -3.54324, 1.04450], [0.57268, -1.86025, 1.55298], [2.96907, 0.99608, 1.24882], [3.67587, -0.13040, 0.29737], [3.60234, 0.78283, 0.56360]],
  "largest_force_ha_per_bohr": 0.0994,
  "multiplicity": 2,
  "charge": 1,
  "homo_energy_ha": [-0.5194, -0.5183],
  "lumo_ev": [-5.194, -9.193],
  "molar_mass_g_mol": 119.16,
  "homo_lumo_gap_ev": [8.9, 4.9]
}



[7]
{
  "formula": "C5H13NO3P",
  "method": "the ωB97M-V functional and the def2-TZVPD basis",
  "symbols": ["C", "C", "C", "C", "C", "N", "O", "O", "O", "P", "H", "H", "H", "H", "H", "H", "H", "H", "H", "H", "H", "H", "H"],
  "xyz": [[-0.81538, 0.42734, 0.38376], [-2.18072, -1.18642, -1.00373], [2.62219, -0.06708, 0.73306], [1.49515, 0.28670, -1.95717], [-1.00115, 0.17921, 1.83887], [-1.29442, 1.05945, 2.76221], [-1.23734, 1.61049, -0.05517], [1.39442, 2.37954, -0.32211], [-0.97744, -0.68250, -0.46201], [1.48226, 0.91138, -0.31643], [-2.74643, -2.04221, -0.42831], [-1.93006, -1.60957, -2.04859], [-2.81951, -0.37219, -1.12944], [2.65965, 0.17658, 1.82656], [2.07202, -1.17785, 0.72790], [3.64420, -0.35898, 0.31899], [1.20407, -0.81521, -1.89416], [0.49861, 0.77166, -2.33174], [2.32769, 0.56949, -2.53286], [-0.69565, -0.84875, 2.03385], [-1.15828, 0.92839, 3.74586], [-1.43573, 1.96215, 2.41433], [-0.80978, 1.97086, -0.84995]],
  "largest_force_ha_per_bohr": 0.0849,
  "multiplicity": 3,
  "charge": 1,
  "homo_energy_ha": [-0.3971, -0.5386],
  "lumo_ev": [-3.085, -6.901],
  "molar_mass_g_mol": 166.14,
  "homo_lumo_gap_ev": [7.7, 7.8]
}



[8]
{
  "formula": "C5H13NO3S",
  "method": "the ωB97M-V functional and the def2-TZVPD basis",
  "symbols": ["C", "C", "C", "N", "C", "C", "S", "O", "O", "O", "H", "H", "H", "H", "H", "H", "H", "H", "H", "H", "H", "H", "H"],
  "xyz": [[2.43910, 1.12546, 0.41931], [1.42240, 0.01345, 0.02748], [1.71122, -0.49808, -1.43499], [0.10269, 0.63244, 0.07588], [-1.09708, -0.10561, 0.83860], [-0.92247, -1.61097, 0.97106], [-2.51172, 0.08252, -0.12846], [-2.24645, -0.15352, -1.52003], [-3.59073, -0.59386, 0.51709], [-2.87754, 1.64766, 0.05958], [3.38105, 0.70080, 0.34264], [2.35916, 2.01736, -0.35379], [2.43628, 1.60424, 1.44351], [1.47343, -0.75840, 0.82885], [1.49980, -1.53510, -1.65931], [2.72909, -0.17542, -1.60778], [1.18367, 0.20418, -2.03529], [-0.17934, 0.86478, -0.83103], [-1.34087, 0.42261, 1.74923], [-0.51618, -1.93184, -0.08485], [-1.83813, -2.19787, 1.22363], [-0.44096, -1.90391, 1.84599], [-3.17640, 2.14909, -0.68732]],
  "largest_force_ha_per_bohr": 0.0809,
  "homo_energy_ha": -0.3359,
  "lumo_ev": 0.649,
  "smiles": "CC(C)N[C@H](C)S(=O)(=O)O",
  "molar_mass_g_mol": 167.23,
  "homo_lumo_gap_ev": 9.8
}